No. 1
ORCA calculation (wB97M-V/def2-TZVPD) on a cluster of 3 separate species, C15H24BrN3O7 in total.

XYZ file:
```
50
C15H24BrN3O7 wB97M-V/def2-TZVPD
Br -4.62050 3.81494 -0.37360
O 3.33657 0.54093 2.36137
O -4.13883 -4.99366 -2.56978
O -2.64000 -3.47019 -2.27010
O 0.09630 0.29412 -0.69330
O 4.27950 1.29009 4.15267
O -2.18881 -5.17074 -3.69322
O 5.57629 0.33849 2.56088
N -1.73648 3.08796 -2.56696
N -4.13481 1.85769 2.50112
N -1.63618 1.31643 0.32228
C -4.58086 -6.18891 -3.21915
C 6.20847 2.76669 4.44230
C 3.42592 -0.06603 1.06704
C -1.36129 -2.87903 -2.56701
C -2.54841 0.38660 -0.34123
C 0.58594 2.49511 -0.01615
C -2.21002 2.53134 0.85678
C -2.91712 -4.59340 -2.92782
C -2.69374 3.59579 -0.19936
C -1.37065 -2.14260 -3.88818
C 5.45192 1.55690 4.94388
C -3.28313 2.17743 1.80683
C 4.50711 0.69673 2.98150
C -2.15559 3.31715 -1.52581
C -0.32624 1.29563 -0.15618
H -3.86317 -6.99388 -3.07587
H 3.93652 0.60100 0.37327
H -3.50337 0.33157 0.17949
H 1.48454 2.16578 0.50826
H -1.45343 3.03214 1.46274
H 6.61113 2.58990 3.44625
H 5.06621 1.72944 5.94675
H 5.55169 3.63654 4.40278
H -5.52872 -6.44355 -2.75480
H -2.33579 4.57777 0.11012
H -1.52302 -2.83000 -4.71911
H -2.72945 0.66433 -1.38450
H 7.03764 2.98830 5.11467
H 0.88638 2.76273 -1.03075
H -1.18008 -2.18215 -1.75077
H 3.95542 -1.01492 1.11230
H -0.41856 -1.63116 -4.02983
H 0.17594 3.37822 0.46754
H -2.10137 -0.60439 -0.34019
H -0.58748 -3.64548 -2.54052
H -2.16871 -1.39899 -3.90352
H 6.08216 0.66837 4.96344
H 2.40241 -0.22532 0.73765
H -4.72229 -6.01169 -4.28417
```

Computed properties:
HOMO in eV: -10.3619
Max |F| in eV Å⁻¹: 0.74

***

No. 2
ORCA calculation (wB97M-V/def2-TZVPD) on a cluster of 2 separate species, C4H5IN2S in total.

XYZ file:
```
13
C4H5IN2S wB97M-V/def2-TZVPD
I 1.90254 -2.23074 0.08564
S 1.15884 1.31443 -1.20562
N -1.52408 1.34081 -0.31396
N -0.06706 0.26656 0.90910
C 1.93590 -1.14506 -1.62915
C -1.29410 0.02614 1.42908
C -2.18654 0.73271 0.70467
C -0.26010 1.03393 -0.19932
H 1.15770 -1.00442 -2.34346
H -1.50594 -0.53871 2.29409
H 0.88947 -0.01083 1.22957
H -3.18180 1.03897 1.01603
H 2.97516 -0.82379 -1.97667
```

Computed properties:
HOMO (alpha / beta) in eV: -8.1514 / -8.1945
Max |F| in eV Å⁻¹: 3.70
Relative energy (zero: lowest compared OMol25 entry of this formula, charge and spin) in kJ/mol: 192.7

***

No. 3
ORCA calculation (wB97M-V/def2-TZVPD) on the molecule C7H7NO.

XYZ file:
```
16
C7H7NO wB97M-V/def2-TZVPD
O 0.51936 -0.50978 -1.28761
N 3.45072 0.41584 0.31154
C 1.00956 -0.05257 -0.07314
C -0.72411 -1.44433 0.42793
C 0.14804 1.22035 0.10049
C -0.84405 -0.67673 -0.89435
C 0.44365 -1.13456 0.90175
C -1.27648 0.74733 -0.37231
C 2.39377 0.22135 -0.00632
H 0.61269 2.04388 -0.38941
H -2.00713 0.56328 0.37435
H -1.59679 -2.00565 0.73975
H -1.57507 -1.02012 -1.58245
H -0.02537 1.59957 1.19978
H -1.52251 1.53578 -1.25708
H 0.99373 -1.50363 1.80708
```

Computed properties:
HOMO in eV: -10.2619
Max |F| in eV Å⁻¹: 4.74
Relative energy (zero: lowest compared OMol25 entry of this formula, charge and spin) in kJ/mol: 197.7

***

No. 4
ORCA calculation (wB97M-V/def2-TZVPD) on a structure of composition C35H43ClN2PdSi2.

XYZ file:
```
84
C35H43ClN2PdSi2 wB97M-V/def2-TZVPD
Pd -2.87871 2.17882 -2.43532
Cl -1.17313 -4.30508 -2.71113
Si -4.79659 0.69184 -3.61594
Si -2.53428 -3.10332 -3.71771
N 1.74408 -1.21453 -1.15214
N 0.12689 -1.88122 1.12333
C -2.57644 3.72105 -0.74700
C -3.97033 -2.71912 -1.36280
C 2.05098 -1.30225 -2.55128
C -1.09520 1.95042 -0.68423
C -3.49721 -2.05929 -2.50358
C -3.82939 0.77444 -7.64588
C -3.66295 -0.62123 -2.58921
C -4.77810 -2.04072 -0.42196
C -7.34274 -0.82600 -2.91834
C -0.12044 -1.08857 2.30463
C -8.70286 0.76930 -4.77003
C -4.44228 0.10847 -1.57321
C -4.78201 -1.43689 -7.23829
C -9.36067 -0.29690 -4.18232
C -4.26728 -0.47357 -8.12513
C 1.50386 -2.38518 1.00859
C -0.93398 -2.76830 0.70202
C -0.77492 -1.36112 -7.13604
C -0.86891 -0.91500 -4.37908
C 2.19907 -0.00402 -0.49186
C -1.22856 3.32187 -1.02963
C -7.41599 1.12215 -4.37695
C -0.17009 -0.02058 -5.17646
C -4.83312 -1.14443 -5.86566
C -1.52504 -2.17219 -6.28879
C 1.98405 -2.46601 -0.44152
C -6.67311 0.25471 -3.56185
C -4.90753 -0.66596 -0.51484
C -2.34610 1.47650 -0.21061
C -3.87285 1.02494 -6.27024
C -1.50546 -2.03228 -4.89390
C -8.68386 -1.06078 -3.24350
C -3.24360 2.58524 -0.19677
C -4.42039 0.10280 -5.37372
C -0.12899 -0.26784 -6.55386
H 3.12536 -1.29097 -2.75151
H -4.21980 -0.70192 -9.18609
H -10.39010 -0.50950 -4.46008
H 2.01923 0.86551 -1.14290
H 0.35196 0.84123 -4.73113
H -7.03088 2.05540 -4.76859
H 1.68967 -2.25358 -2.93156
H -4.96489 1.05917 -1.52063
H 1.45153 -3.27605 -0.96378
H -6.92344 -1.53579 -2.18140
H -1.92801 -2.28192 0.73507
H -5.52404 -0.15403 0.20495
H -2.20035 -2.89182 -6.71467
H -2.95061 4.72523 -0.87042
H -9.28502 -1.81658 -2.72609
H -0.25520 1.29185 -0.68176
H 1.62000 -0.46755 -3.11195
H -0.74846 -1.52010 -8.22317
H -3.54894 2.00538 -5.90019
H -3.80293 -3.79968 -1.22607
H -0.75361 -3.10406 -0.31554
H -3.39954 1.52672 -8.32044
H 0.38056 -0.11182 2.21603
H 2.15689 -1.66872 1.52520
H -5.08185 -2.43537 -7.59599
H 0.25515 -1.58177 3.22074
H -0.49670 4.00601 -1.46543
H 3.26415 -0.01339 -0.24768
H -9.21067 1.36576 -5.50639
H -5.32856 -2.58163 0.36156
H -0.91379 -0.69993 -3.33082
H -1.20468 -0.91326 2.43031
H 1.61457 -3.37277 1.48316
H 0.38490 0.44592 -7.19266
H -5.27396 -1.87754 -5.17029
H -0.97020 -3.68636 1.31391
H -2.73630 -0.23486 -2.98236
H -4.26019 2.62236 0.16646
H -3.20725 -3.95348 -4.63722
H -4.33534 2.16544 -3.53769
H 3.06774 -2.69619 -0.43009
H -2.54143 0.52397 0.22741
H 1.66305 0.12958 0.44674
```

Computed properties:
2S+1: 3
HOMO (alpha / beta) in eV: -6.0112 / -7.2835
Max |F| in eV Å⁻¹: 4.77
Relative energy (zero: lowest compared OMol25 entry of this formula, charge and spin) in kJ/mol: 380.9

***

No. 5
ORCA calculation (wB97M-V/def2-TZVPD) on a structure of composition C7H18N2.

XYZ file:
```
27
C7H18N2 wB97M-V/def2-TZVPD
N -1.17675 -1.64364 0.28791
N -2.94262 -0.15165 -1.28861
C 1.51448 0.21414 0.13369
C 1.89812 -0.29294 1.50891
C -2.84904 0.46950 0.01675
C -1.01064 -0.35140 0.72037
C 2.15437 1.55847 -0.15309
C -0.41759 0.66003 -0.07898
C 1.83318 -0.79023 -0.95016
H -1.60786 -2.28379 0.93812
H 1.51605 -0.42773 -1.93102
H 1.57254 0.39345 2.29452
H -1.09410 -1.80329 -0.71892
H 1.91583 2.28986 0.62250
H -3.15575 0.50035 -2.03465
H -0.42407 1.65059 0.35259
H -3.01760 1.54841 0.02453
H 1.81932 1.96333 -1.11055
H -3.49487 -0.00027 0.76290
H -0.50639 0.57351 -1.15263
H -0.90071 -0.22735 1.79834
H -3.59320 -0.92873 -1.36287
H 2.98956 -0.39191 1.60133
H 2.91340 -0.98157 -1.01633
H 1.33526 -1.74550 -0.77426
H 1.47950 -1.28128 1.71018
H 3.24960 1.47963 -0.20052
```

Computed properties:
HOMO in eV: -6.1868
Max |F| in eV Å⁻¹: 6.14
Relative energy (zero: lowest compared OMol25 entry of this formula, charge and spin) in kJ/mol: 371.0

***

No. 6
ORCA calculation (wB97M-V/def2-TZVPD) on a cluster of 2 separate species, C24H42ClF9N4O7S in total.

XYZ file:
```
88
C24H42ClF9N4O7S wB97M-V/def2-TZVPD
Cl 6.46486 -2.40531 -2.88475
S 7.63673 -0.27794 1.90109
F 6.36989 2.02255 1.45531
F 6.50544 -1.34077 1.34790
F 4.89684 -0.65774 3.59492
F 7.74146 0.43213 0.38905
F 8.80794 -1.34126 1.41324
F 6.89824 1.62106 3.59431
F 8.87702 0.75659 2.37048
F 4.35192 1.52059 3.59816
F 7.72692 -0.95911 3.40253
O -4.61852 0.53066 2.44755
O 1.58139 0.33639 -2.71634
O 7.32121 -2.73109 -1.76615
O 5.17902 -3.05433 -2.71711
O -1.17064 -1.29105 -0.86420
O 7.07765 -2.85428 -4.11427
O 6.26885 -0.96861 -2.93889
N -2.49289 2.18375 1.61344
N -1.30828 0.34410 0.88967
N -3.53338 -0.07116 1.87166
N -0.58865 1.48825 0.73612
C -4.66275 1.06376 -1.02807
C -2.54426 0.74073 1.49351
C 4.93065 0.48811 2.78488
C 6.38647 1.00715 2.42328
C -3.82158 -2.26491 0.45411
C -1.04905 5.10192 0.09543
C -4.91259 -3.45989 0.52742
C 3.93235 0.38727 1.52279
C 3.97102 0.83997 -2.95219
C -0.71924 4.17243 1.11263
C -6.34988 -2.99727 1.03734
C -1.24827 2.70387 1.14944
C -3.56048 -1.55208 1.84678
C 2.74272 -0.02023 -3.53629
C -5.73529 0.63808 0.10664
C 1.74266 1.94962 1.50218
C 3.30547 1.79407 1.10868
C -5.45486 1.25271 1.53367
C -5.22553 0.74798 -2.51309
C -5.13533 -4.14963 -0.92086
C -0.72277 -0.92636 0.44433
C 0.78355 1.73272 0.21219
C -0.60744 -0.45479 -1.88673
C 0.90453 -0.87291 -2.27504
H 1.53288 2.91703 2.05045
H -4.05020 -1.58433 -0.41931
H -4.45498 -5.04416 -1.06213
H 3.76767 0.92923 -1.82712
H 1.24739 0.87325 -0.35798
H -5.06955 2.32290 1.37137
H -5.11614 -0.38832 -2.63048
H 3.35192 1.84134 -0.03678
H -6.71798 1.10930 -0.26035
H -4.36251 2.16609 -0.92318
H 2.95000 -1.13437 -3.55425
H -5.06291 -3.37408 -1.74233
H 3.90507 2.69315 1.46665
H 0.86615 2.65026 -0.45891
H -6.31411 -2.02392 1.64810
H -3.69035 0.47302 -0.94840
H -7.03744 -2.75461 0.15174
H -0.25339 5.83448 -0.22954
H -4.40261 -1.89495 2.54679
H -0.05745 4.55640 1.94829
H -6.47070 1.39642 2.04632
H -4.50978 1.18715 -3.29074
H 4.97866 0.38359 -3.18418
H 0.42412 -0.92089 0.39688
H 3.14703 -0.38670 1.83597
H -6.29258 1.10047 -2.65179
H -6.21239 -4.54252 -0.89360
H -2.61508 -1.90537 2.39401
H -2.85399 -2.82651 0.19179
H 0.86440 -1.60206 -3.14483
H -5.90643 -0.47857 0.05955
H 3.84312 1.89990 -3.36383
H -0.96103 -1.82077 1.11567
H -6.80453 -3.77313 1.73492
H -2.07867 5.18321 -0.36903
H 1.43119 -1.35577 -1.37894
H 1.51417 1.04969 2.17859
H 4.46812 -0.03701 0.61894
H -0.71837 0.66451 -1.71758
H -1.21332 -0.66970 -2.83726
H -4.52739 -4.24192 1.25797
H 2.51888 0.32252 -4.59818
```

Computed properties:
HOMO in eV: -7.7838
Max |F| in eV Å⁻¹: 6.98

***

No. 7
ORCA calculation (wB97M-V/def2-TZVPD) on a cluster of 2 separate species, C5H11O2 in total.

XYZ file:
```
18
C5H11O2 wB97M-V/def2-TZVPD
O 0.90770 2.76361 1.01487
O -1.06999 1.65290 0.68352
C -1.14957 -1.65369 1.25789
C 0.51628 1.92840 -2.20487
C 0.08813 2.03248 0.42539
C 0.77461 1.27843 -0.83817
C -0.03735 -2.71451 1.24997
H 0.90519 -2.22765 1.49338
H 1.37869 2.42677 -2.63842
H -0.78703 -0.66083 1.02589
H 0.45404 0.23171 -0.88588
H 1.82650 1.29794 -0.54918
H 0.17206 1.19118 -2.93899
H 0.11993 -3.23592 0.30771
H -0.24621 -3.45615 2.02067
H -0.27276 2.68948 -2.16361
H -1.92298 -1.89873 0.52835
H -1.65724 -1.64540 2.21149
```

Computed properties:
HOMO in eV: -3.7100
Max |F| in eV Å⁻¹: 2.44
Net charge: -1
Relative energy (zero: lowest compared OMol25 entry of this formula, charge and spin) in kJ/mol: 48.2

***

No. 8
ORCA calculation (wB97M-V/def2-TZVPD) on a structure of composition C28H22Cl3FeN11OSSi.

XYZ file:
```
68
C28H22Cl3FeN11OSSi wB97M-V/def2-TZVPD
Fe 0.98679 -0.64594 0.54646
Cl 0.18339 -1.51357 -1.19419
Cl 0.72987 -3.20353 3.94290
Cl 1.97920 -1.49659 1.61850
S -2.90382 -1.02214 -0.73631
Si 0.34897 -1.83762 2.37778
O 2.05926 1.19413 2.89543
N -1.19128 -2.65439 1.89056
N -0.15911 0.84214 0.60174
N -1.51337 3.30081 0.59202
N -4.56241 -4.99747 1.82743
N 5.19716 4.50397 -5.43201
N 4.39484 -0.69748 1.01347
N -4.55743 -0.48496 1.28724
N -4.87019 0.70644 -0.73642
N 0.16158 -0.29076 3.35383
N 2.72540 -3.54807 0.14052
N 2.09713 0.46640 -0.53901
C -4.17585 -0.25011 -0.00473
C 2.28369 -2.71120 1.00098
C 1.58683 1.66871 -0.83449
C 3.90335 -1.21657 -0.41061
C 4.84994 2.37174 -4.39877
C -2.15912 -2.47271 2.83045
C -5.54984 0.20311 1.78891
C -0.39017 3.12744 -0.08651
C 2.22885 2.49936 -1.74386
C 3.29822 -0.94460 1.45434
C 4.02702 2.92833 -3.42249
C 3.33004 0.05331 -1.09751
C 1.23818 0.35779 3.05650
C 3.38928 2.08745 -2.38379
C -6.27190 1.18052 1.06876
C -1.31198 1.02613 1.26169
C 3.81792 4.30471 -3.48674
C 0.30472 1.92604 -0.10610
C -1.29611 -3.64834 0.99467
C 3.41473 -2.52151 -0.73607
C -1.96165 2.24251 1.26577
C -5.89695 1.40691 -0.21586
C -2.41193 -4.43245 0.93857
C 4.41194 5.03699 -4.50020
C -3.45578 -4.22588 1.85283
C -3.28966 -3.22664 2.82956
C 3.95214 0.84756 -2.02496
C 5.40860 3.19313 -5.36433
H -7.08816 1.72568 1.51472
H -2.88004 2.37117 1.82627
H -5.79636 -0.02092 2.82178
H -4.55818 0.86267 -1.68365
H 1.88202 -0.60229 2.32260
H -2.47698 -5.21293 0.19391
H -0.45022 -3.77546 0.33106
H -4.04881 -3.06535 3.58206
H -5.31484 -4.82938 2.46860
H 3.39442 -2.79490 -1.78271
H -4.67464 -5.69517 1.11551
H 2.38899 -1.96411 2.72976
H -1.91297 -1.72028 3.56698
H -0.01168 3.98091 -0.63703
H 5.04553 1.30931 -4.42955
H -1.70700 0.19032 1.81185
H 4.89925 0.52795 -2.43321
H 6.05631 2.78569 -6.13213
H 3.22184 4.81212 -2.74132
H 1.77380 3.45126 -1.97911
H 4.25527 6.10700 -4.57629
H -6.37804 2.12361 -0.86603
```

Computed properties:
HOMO (alpha / beta) in eV: -5.9867 / -5.8910
Max |F| in eV Å⁻¹: 13.42
Relative energy (zero: lowest compared OMol25 entry of this formula, charge and spin) in kJ/mol: 3399.7